ORCA calculation (ωB97M-V/def2-TZVPD) on 2 unconnected molecules or ions with the total composition C3H9NO3S.

Each atom is followed by the atoms it is bonded to, with distances in Å.
CARTESIAN COORDINATES (ANGSTROEM)
1 O 1.42 0.91 2.20  C2 1.201
2 C 0.51 1.22 1.48  O1 1.201, O3 1.372, N4 1.372
3 O -0.31 2.29 1.71  C2 1.372, H8 0.970
4 N 0.39 0.70 0.21  C2 1.372, C5 1.511, H9 1.028
5 C 1.22 -0.56 0.06  N4 1.511, C6 1.493, H10 1.139, H11 1.132
6 C 1.19 -0.98 -1.37  C5 1.493, S7 1.831, H12 1.062, H13 1.133
7 S -0.20 -2.15 -1.60  C6 1.831, H14 1.366
8 H -0.81 2.25 2.55  O3 0.970
9 H -0.49 0.67 -0.31  N4 1.028
10 H 2.20 -0.30 0.57  C5 1.139
11 H 0.81 -1.42 0.67  C5 1.132
12 H 1.03 -0.24 -2.12  C6 1.062
13 H 2.13 -1.55 -1.63  C6 1.133
14 H -0.84 -2.12 -2.80  S7 1.366
15 O -2.50 0.07 0.25  H16 0.997, H17 0.964
16 H -2.83 0.90 0.70  O15 0.997
17 H -2.91 0.31 -0.59  O15 0.964

Calculated values
Strongest force on any atom = 2.84 eV Å⁻¹
Gap between HOMO and LUMO = 9.43 eV